i | C3H4FNS | the ωB97M-V functional and the def2-TZVPD basis

Properties
Highest occupied orbital energy: -8.9 eV

ORCA input file:
```
! wB97M-V def2-TZVPD RIJCOSX def2/J DEFGRID3
* xyz 0 1
C -2.282 2.757 0.655
C 2.340 -2.211 -0.362
C -1.846 1.902 -0.250
N -2.672 3.676 1.390
F -2.608 0.976 -0.851
S 0.784 -2.044 -0.739
H 3.006 -3.180 -0.265
H -2.935 3.461 2.377
H 3.046 -1.364 -0.422
H -0.884 1.917 -0.660
*
```

---

ii | C3H4FNS | the ωB97M-V functional and the def2-TZVPD basis

Properties
Highest occupied orbital energy (alpha / beta): -8.4 / -8.6 eV

ORCA input file:
```
! wB97M-V def2-TZVPD RIJCOSX def2/J DEFGRID3
* xyz 0 1
C -0.041 0.946 0.040
C -1.288 0.886 0.029
C 0.864 -0.237 0.309
N 0.289 -1.311 -0.364
F -2.330 1.652 -0.063
S -1.155 -2.027 0.103
H 0.507 1.909 -0.178
H 1.988 -0.157 -0.027
H 0.884 -0.349 1.463
H 0.282 -1.314 -1.312
*
```

---

Stability comparison, relative energies in kJ/mol: i 0.0; ii 112.1

---

i | C6H12NO | the ωB97M-V functional and the def2-TZVPD basis

Properties
Highest occupied orbital energy: -13.1 eV

ORCA input file:
```
! wB97M-V def2-TZVPD RIJCOSX def2/J DEFGRID3
* xyz 1 1
C 1.158 -0.395 -1.481
C 0.126 0.056 -0.759
C 1.544 0.270 1.772
C 0.967 -1.076 1.731
C 0.288 -0.009 0.959
C -1.522 0.584 -2.357
N -1.055 0.264 1.420
O -1.151 0.381 -0.996
H 0.757 -0.593 -2.492
H 2.229 -0.542 -1.457
H 1.639 0.896 2.632
H 2.426 0.317 1.206
H 1.577 -1.931 1.228
H 0.426 -1.369 2.605
H -1.156 -0.060 -3.139
H -1.245 1.585 -2.625
H -2.622 0.454 -2.353
H -1.436 0.714 0.542
H -1.184 1.018 2.051
H -1.765 -0.564 1.514
*
```

---

ii | C6H12NO | the ωB97M-V functional and the def2-TZVPD basis

Properties
Highest occupied orbital energy: -12.2 eV

ORCA input file:
```
! wB97M-V def2-TZVPD RIJCOSX def2/J DEFGRID3
* xyz 1 1
O 1.934 -1.405 -0.040
C 0.961 -1.936 -0.486
C -0.378 -1.327 -0.218
C -0.518 -0.126 0.524
C -1.089 0.807 -0.524
C -2.304 1.353 -0.448
C -2.832 2.317 -1.439
N 4.272 -1.036 2.182
H 1.012 -2.867 -1.060
H -1.265 -1.824 -0.600
H -1.227 -0.264 1.353
H 0.434 0.206 0.946
H -0.448 1.030 -1.376
H -2.942 1.084 0.389
H -2.159 2.435 -2.282
H -3.791 1.943 -1.795
H -3.001 3.298 -0.989
H 5.073 -0.521 1.841
H 4.582 -1.888 2.626
H 3.687 -1.279 1.397
*
```

---

iii | C6H12NO | the ωB97M-V functional and the def2-TZVPD basis

Properties
Highest occupied orbital energy: -12.5 eV

ORCA input file:
```
! wB97M-V def2-TZVPD RIJCOSX def2/J DEFGRID3
* xyz 1 1
O -2.216 -0.230 0.629
C -1.791 -0.246 -0.549
C -0.471 -0.493 -0.901
C 0.546 -0.751 0.153
C 1.777 0.089 0.012
C 2.911 0.020 0.801
C 4.142 0.815 0.492
N -5.422 0.083 -0.017
H -2.510 -0.105 -1.471
H -0.485 -0.949 -1.887
H 0.831 -1.814 0.014
H 0.111 -0.558 1.189
H 1.894 0.832 -0.942
H 2.979 -0.588 1.781
H 3.938 1.351 -0.521
H 5.043 0.262 0.487
H 4.237 1.642 1.208
H -4.674 -0.622 0.017
H -5.146 0.930 0.472
H -5.694 0.332 -0.966
*
```

---

Stability comparison, relative energies in kJ/mol: i 0.0; ii 40.2; iii 235.0

---

i | C2H5N2 | the ωB97M-V functional and the def2-TZVPD basis

Properties
Highest occupied orbital energy: -16.0 eV

ORCA input file:
```
! wB97M-V def2-TZVPD RIJCOSX def2/J DEFGRID3
* xyz 1 1
C 0.915 -0.660 0.086
C -0.353 -0.242 -0.438
N 1.241 0.528 0.056
N -1.465 0.091 0.189
H 1.437 -1.530 0.473
H -0.502 -0.305 -1.587
H 2.055 1.115 0.148
H -1.790 0.965 -0.116
H -1.541 0.038 1.190
*
```

---

ii | C2H5N2 | the ωB97M-V functional and the def2-TZVPD basis

Properties
Highest occupied orbital energy: -15.9 eV

ORCA input file:
```
! wB97M-V def2-TZVPD RIJCOSX def2/J DEFGRID3
* xyz 1 1
C 0.775 0.483 0.124
C -1.328 -0.567 0.015
N 1.462 -0.546 -0.188
N -0.642 0.522 -0.161
H 1.366 1.374 0.403
H -0.666 -1.387 0.373
H -2.300 -0.829 -0.208
H 2.478 -0.487 -0.051
H -1.145 1.438 -0.306
*
```

---

iii | C2H5N2 | the ωB97M-V functional and the def2-TZVPD basis

Properties
Highest occupied orbital energy (alpha / beta): -15.5 / -16.1 eV

ORCA input file:
```
! wB97M-V def2-TZVPD RIJCOSX def2/J DEFGRID3
* xyz 1 1
C -1.947 -0.792 0.222
C 1.559 0.630 -0.139
N 0.388 0.534 -0.714
N -0.899 -0.512 0.752
H -2.259 -0.593 -0.809
H -2.739 -1.311 0.780
H 1.943 1.674 -0.236
H 2.319 0.092 -0.763
H 1.634 0.279 0.906
*
```

---

Stability comparison, relative energies in kJ/mol: i 67.9; ii 0.0; iii 552.6

---

i | C4H2N2S | the ωB97M-V functional and the def2-TZVPD basis

Properties
Highest occupied orbital energy (alpha / beta): -9.2 / -9.2 eV

ORCA input file:
```
! wB97M-V def2-TZVPD RIJCOSX def2/J DEFGRID3
* xyz 0 1
C 0.006 -0.743 -1.930
C -0.096 0.364 1.624
C -0.585 -0.792 -0.718
C 0.406 1.143 0.572
N 0.629 -0.712 -2.906
N -0.474 -0.428 2.363
S -1.181 -1.793 0.349
H -0.002 2.119 0.436
H 1.299 0.841 0.209
*
```

---

ii | C4H2N2S | the ωB97M-V functional and the def2-TZVPD basis

Properties
Highest occupied orbital energy: -8.8 eV

ORCA input file:
```
! wB97M-V def2-TZVPD RIJCOSX def2/J DEFGRID3
* xyz 0 1
C -2.271 -0.231 -0.101
C 0.069 0.965 0.044
C -1.106 -2.388 -0.479
C -1.405 -1.250 -0.281
N -2.927 0.680 0.109
N 1.215 0.646 0.136
S 2.627 0.058 0.230
H -0.705 1.602 0.026
H -0.621 -3.260 -0.918
*
```

---

iii | C4H2N2S | the ωB97M-V functional and the def2-TZVPD basis

Properties
Highest occupied orbital energy: -9.5 eV

ORCA input file:
```
! wB97M-V def2-TZVPD RIJCOSX def2/J DEFGRID3
* xyz 0 1
C 2.179 0.516 0.224
C 0.519 1.393 -1.273
C -0.647 -1.069 -0.783
C 0.947 1.122 -0.042
N 3.247 0.142 0.392
N -0.175 1.159 -2.222
S -1.009 -0.435 -2.143
H -0.960 -1.959 -0.427
H 0.249 1.203 0.804
*
```

---

Stability comparison, relative energies in kJ/mol: i 0.0; ii 44.8; iii 35.4

---

i | C21H64N14O9 | the ωB97M-V functional and the def2-TZVPD basis

Properties
Highest occupied orbital energy (alpha / beta): -10.5 / -10.5 eV

ORCA input file:
```
! wB97M-V def2-TZVPD RIJCOSX def2/J DEFGRID3
* xyz 1 2
C -5.587 -10.323 -20.309
O -6.072 -11.305 -20.831
N -4.835 -10.305 -19.224
N -6.024 -9.196 -20.641
H -4.403 -11.168 -18.925
H -4.531 -9.385 -18.938
H -6.631 -9.207 -21.449
H -5.553 -8.409 -20.220
C -7.179 -14.347 -19.436
O -7.540 -15.380 -18.994
N -5.987 -13.908 -19.702
N -8.068 -13.540 -19.877
H -5.148 -14.345 -19.347
H -5.991 -13.030 -20.200
H -9.024 -13.864 -19.917
H -7.831 -12.580 -20.082
C -3.111 -18.268 -19.312
O -1.903 -18.211 -19.577
N -3.848 -19.335 -19.321
N -3.890 -17.272 -19.013
H -3.357 -20.211 -19.428
H -4.844 -19.302 -19.160
H -3.412 -16.386 -18.933
H -4.868 -17.437 -18.823
C -1.675 -14.282 -19.295
O -2.829 -14.655 -19.074
N -1.344 -13.064 -19.460
N -0.576 -14.954 -19.508
H -0.412 -12.885 -19.804
H -2.075 -12.368 -19.483
H 0.284 -14.435 -19.612
H -0.663 -15.947 -19.343
C 2.242 -13.801 -21.111
O 1.563 -13.152 -20.332
N 1.927 -14.028 -22.314
N 3.383 -14.340 -20.846
H 1.018 -13.705 -22.616
H 2.547 -14.545 -22.921
H 3.785 -14.821 -21.638
H 3.961 -14.024 -20.081
C 0.066 -9.345 -20.825
C 1.544 -9.391 -20.598
C 1.971 -9.486 -19.067
O 3.329 -9.622 -18.834
C 3.729 -9.452 -17.454
N 2.191 -10.516 -21.315
H -0.333 -8.506 -20.255
H -0.417 -10.292 -20.583
H -0.184 -9.131 -21.865
H 2.010 -8.525 -21.068
H 1.522 -10.293 -18.489
H 1.542 -8.555 -18.696
H 3.150 -10.105 -16.801
H 3.626 -8.477 -16.978
H 4.707 -9.933 -17.453
H 3.131 -10.537 -20.945
H 1.762 -11.366 -20.980
C -3.430 -9.876 -23.017
C -2.344 -10.884 -23.549
C -2.436 -12.348 -23.060
O -1.359 -13.127 -23.454
C -1.441 -14.555 -23.276
N -2.335 -10.789 -25.010
H -3.576 -9.001 -23.651
H -3.267 -9.566 -21.984
H -4.363 -10.436 -22.957
H -1.375 -10.462 -23.281
H -3.408 -12.622 -23.472
H -2.524 -12.318 -21.974
H -1.820 -15.064 -24.162
H -1.996 -14.692 -22.347
H -0.429 -14.896 -23.059
H -2.927 -11.437 -25.509
H -1.399 -11.037 -25.295
C -6.145 -12.314 -16.385
C -4.737 -11.941 -15.973
C -4.170 -12.609 -14.719
O -5.153 -12.371 -13.661
C -4.869 -13.168 -12.476
N -3.859 -12.170 -17.143
H -6.207 -13.340 -16.747
H -6.609 -11.733 -17.183
H -6.792 -12.201 -15.514
H -4.809 -10.877 -15.747
H -3.226 -12.085 -14.571
H -4.086 -13.684 -14.879
H -3.807 -13.309 -12.278
H -5.349 -14.146 -12.504
H -5.177 -12.706 -11.538
H -3.813 -13.165 -17.312
H -2.929 -11.829 -16.945
C 2.669 -20.774 -23.935
C 1.581 -19.805 -24.471
C 1.472 -18.488 -23.658
O 0.929 -18.707 -22.389
C 1.058 -17.635 -21.448
N 1.908 -19.430 -25.785
H 2.541 -20.969 -22.871
H 3.691 -20.421 -24.075
H 2.595 -21.704 -24.499
H 0.593 -20.250 -24.591
H 0.825 -17.717 -24.077
H 2.439 -17.985 -23.629
H 1.192 -18.007 -20.432
H 0.193 -16.973 -21.409
H 1.935 -17.014 -21.628
H 1.201 -18.735 -25.976
H 2.864 -19.103 -25.805
*
```

---

ii | C21H64N14O9 | the ωB97M-V functional and the def2-TZVPD basis

Properties
Highest occupied orbital energy (alpha / beta): -11.1 / -11.1 eV

ORCA input file:
```
! wB97M-V def2-TZVPD RIJCOSX def2/J DEFGRID3
* xyz 1 2
C 5.317 2.635 -0.390
C 5.994 1.323 0.025
C 7.572 1.551 -0.145
O 8.049 2.556 0.760
C 8.563 1.918 1.954
N 5.676 0.955 1.329
H 5.506 3.288 0.462
H 4.234 2.635 -0.515
H 5.679 3.276 -1.194
H 5.632 0.541 -0.643
H 7.756 2.014 -1.115
H 8.064 0.593 0.025
H 9.490 1.413 1.684
H 8.012 1.199 2.561
H 8.651 2.796 2.594
H 5.971 1.596 2.052
H 4.671 0.864 1.376
C -1.486 -2.667 3.974
C -0.598 -2.145 2.850
C 0.750 -1.462 3.226
O 0.479 -0.307 3.932
C 1.673 0.219 4.592
N -0.267 -3.280 1.998
H -1.342 -3.689 4.324
H -2.484 -2.897 3.600
H -1.667 -2.025 4.836
H -1.153 -1.461 2.209
H 1.416 -1.283 2.382
H 1.273 -2.092 3.946
H 1.383 1.111 5.147
H 2.401 0.621 3.887
H 2.059 -0.547 5.264
H 0.459 -3.035 1.341
H -1.045 -3.347 1.358
C -8.371 0.553 1.338
C -7.051 0.692 0.522
C -6.252 -0.637 0.435
O -5.814 -0.980 1.790
C -5.098 0.015 2.410
N -7.458 1.108 -0.808
H -8.213 -0.119 2.181
H -9.215 0.268 0.710
H -8.438 1.567 1.732
H -6.434 1.521 0.871
H -5.435 -0.474 -0.268
H -6.822 -1.504 0.104
H -4.243 -0.503 2.844
H -5.737 0.337 3.233
H -4.603 0.850 1.915
H -6.663 1.215 -1.422
H -7.944 1.992 -0.777
C 1.375 2.214 0.681
C 0.279 1.147 0.441
C -1.139 1.679 0.065
O -1.840 0.735 -0.752
C -2.324 -0.415 -0.130
N 0.872 0.192 -0.487
H 2.324 1.864 1.087
H 1.055 2.980 1.387
H 1.543 2.779 -0.236
H 0.085 0.674 1.403
H -1.059 2.607 -0.501
H -1.853 1.843 0.872
H -3.183 -0.891 -0.604
H -2.563 -0.161 0.903
H -1.589 -1.214 -0.042
H 1.520 -0.478 -0.098
H 0.167 -0.473 -0.774
C 2.948 -3.012 -0.137
O 1.790 -2.763 0.212
N 3.868 -3.573 0.629
N 3.485 -2.605 -1.222
H 4.817 -3.661 0.295
H 3.628 -4.045 1.490
H 2.947 -2.353 -2.039
H 4.324 -3.138 -1.403
C -4.064 -2.155 -3.928
O -2.953 -1.620 -3.785
N -4.327 -3.172 -4.686
N -5.142 -1.892 -3.222
H -5.202 -3.646 -4.513
H -3.562 -3.507 -5.254
H -6.077 -2.276 -3.232
H -5.132 -1.129 -2.560
C 0.010 1.363 -3.952
O 0.204 1.467 -5.108
N 0.926 1.633 -3.099
N -1.042 0.812 -3.407
H 0.899 1.326 -2.138
H 1.806 1.887 -3.526
H -1.649 0.187 -3.918
H -1.031 0.953 -2.407
C 1.621 5.609 -1.176
O 0.438 5.268 -1.135
N 2.542 4.850 -1.733
N 2.059 6.740 -0.740
H 3.426 5.276 -1.974
H 2.422 3.873 -1.958
H 3.054 6.639 -0.599
H 1.404 7.139 -0.083
C -0.562 -4.387 -2.949
O -0.464 -4.684 -4.101
N -0.243 -5.191 -1.943
N -1.069 -3.301 -2.539
H 0.288 -6.045 -2.035
H -0.332 -4.873 -0.988
H -1.200 -3.116 -1.555
H -1.426 -2.726 -3.289
*
```

---

Stability comparison, relative energies in kJ/mol: i 0.0; ii 90.6

---

i | CH10NO4 | the ωB97M-V functional and the def2-TZVPD basis

Properties
Highest occupied orbital energy: -4.3 eV

ORCA input file:
```
! wB97M-V def2-TZVPD RIJCOSX def2/J DEFGRID3
* xyz -1 1
N -1.262 0.975 1.406
C -1.143 -0.580 1.267
O -0.097 -1.101 0.606
H -0.289 1.254 0.955
H -1.011 1.059 2.370
H -2.089 -0.849 0.833
H -1.166 -1.035 2.266
H 1.825 -0.003 -1.187
H 0.354 -0.368 -0.781
O 0.980 -0.106 -1.606
H -0.791 0.253 -3.008
H -0.261 1.615 -3.224
O -0.999 1.022 -3.461
H 1.250 -0.613 1.442
H 2.372 -1.084 2.505
O 2.052 -0.262 2.009
*
```

---

ii | CH10NO4 | the ωB97M-V functional and the def2-TZVPD basis

Properties
Highest occupied orbital energy: -3.9 eV

ORCA input file:
```
! wB97M-V def2-TZVPD RIJCOSX def2/J DEFGRID3
* xyz -1 1
N 0.796 -1.954 1.287
C 0.819 -1.457 -0.098
O 1.040 -0.133 -0.230
H 1.460 -1.462 1.867
H -0.136 -1.987 1.656
H 1.573 -2.036 -0.661
H -0.155 -1.776 -0.511
H -3.105 0.468 -2.696
H -2.115 0.799 -1.600
O -2.813 1.202 -2.145
H -0.224 0.601 0.265
H -1.210 0.316 1.383
O -1.233 0.741 0.519
H 1.760 1.528 -0.081
H 1.407 2.872 0.612
O 2.137 2.277 0.433
*
```

---

Stability comparison, relative energies in kJ/mol: i 26.0; ii 0.0